Record 1
Computed, not measured: a molecular structure, C39H33AsF3O5PPd in a non-equilibrium geometry, with wB97M-V/def2-TZVPD.

Geometry (Å):
Pd 2.110 1.328 0.112
O 2.150 4.863 1.914
C 2.422 3.902 1.059
O 1.545 3.366 0.384
C 3.901 3.686 0.841
O 4.207 2.359 0.459
C 4.759 1.619 1.584
C 3.784 1.575 2.781
O 4.269 1.333 3.876
O 2.575 1.809 2.458
H 1.186 4.956 1.970
H 4.439 3.981 1.742
H 4.189 4.358 0.026
H 5.701 2.078 1.886
H 4.944 0.616 1.203
C -1.334 1.443 -0.047
C -1.390 2.396 -1.231
As -3.097 3.376 -1.429
C -3.379 3.704 0.480
C -2.843 4.883 0.992
C -2.906 5.161 2.351
C -3.521 4.265 3.213
C -4.072 3.094 2.710
C -4.000 2.814 1.352
C -4.288 1.850 -1.684
C -5.649 2.021 -1.434
C -6.548 0.993 -1.670
C -6.100 -0.222 -2.174
C -4.752 -0.397 -2.442
C -3.851 0.634 -2.201
P 0.134 0.375 -0.073
C -0.186 -0.726 -1.482
C -1.188 -1.693 -1.405
C -1.450 -2.517 -2.490
C -0.732 -2.362 -3.669
C 0.247 -1.382 -3.760
C 0.523 -0.572 -2.669
C -0.018 -0.670 1.408
C -0.240 -0.025 2.624
C -0.264 -0.746 3.807
C -0.060 -2.116 3.787
C 0.178 -2.762 2.581
C 0.207 -2.044 1.397
H -2.178 0.747 -0.024
H -1.347 1.995 0.894
H -1.209 1.879 -2.176
H -0.614 3.159 -1.142
H -2.373 5.596 0.322
H -2.483 6.081 2.735
H -3.575 4.479 4.272
H -4.555 2.392 3.378
H -4.424 1.891 0.976
H -6.013 2.966 -1.045
H -7.601 1.140 -1.465
H -6.801 -1.025 -2.359
H -4.391 -1.336 -2.842
H -2.804 0.469 -2.425
H -1.766 -1.809 -0.496
H -2.214 -3.280 -2.412
H -0.934 -3.007 -4.515
H 0.807 -1.257 -4.677
H 1.309 0.171 -2.725
H -0.354 1.051 2.664
H -0.413 -0.230 4.746
H -0.065 -2.679 4.711
H 0.360 -3.829 2.561
H 0.435 -2.555 0.472
F 3.752 -7.823 -0.947
C 4.490 -6.959 -1.675
F 5.779 -7.235 -1.420
F 4.266 -7.268 -2.969
C 4.134 -5.534 -1.374
C 5.013 -4.707 -0.691
C 4.646 -3.403 -0.398
C 3.398 -2.916 -0.785
C 2.523 -3.761 -1.479
C 2.888 -5.061 -1.769
C 2.989 -1.580 -0.479
C 2.644 -0.448 -0.226
H 5.982 -5.079 -0.390
H 5.325 -2.754 0.138
H 1.560 -3.378 -1.796
H 2.210 -5.711 -2.307

Output
ΔE to the lowest compared entry with this formula, charge and spin: 26.1 kcal/mol
net charge: 0
LUMO: -0.16 eV
energy: -132975.2047 eV

***

Record 2
Computed, not measured: 2 unconnected molecules or ions with the total composition C5H13NO in a non-equilibrium geometry, with wB97M-V/def2-TZVPD.

Geometry (Å):
C 1.902 2.347 0.613
C 1.615 0.937 0.113
C 0.543 0.478 -0.502
C 0.374 -0.972 -0.902
N -0.800 -1.693 -0.396
C -2.040 -1.238 -1.032
H 1.520 2.404 1.630
H 2.929 2.679 0.626
H 1.375 3.080 0.000
H 2.199 0.249 0.708
H -0.462 0.930 -0.634
H 0.350 -0.971 -1.998
H 1.281 -1.434 -0.485
H -0.619 -2.672 -0.566
H -2.790 -2.020 -1.024
H -2.438 -0.396 -0.469
H -1.846 -0.874 -2.057
O -0.818 -0.339 2.463
H -0.677 -0.697 1.575
H -1.596 0.204 2.338

Output
ΔE to the lowest compared entry with this formula, charge and spin: 48.4 kcal/mol
net charge: 0
LUMO: 0.91 eV
SMILES string: C/C=C/CNC.O
energy: -8931.9107 eV

***

Record 3
Computed, not measured: C2H7N3O in the gas phase in a non-equilibrium geometry, with wB97M-V/def2-TZVPD.

Geometry (Å):
C 1.527 1.289 0.005
N 0.960 -0.071 -0.278
O 1.700 -1.212 0.230
C -0.407 -0.352 -0.031
N -1.318 0.500 0.136
N -2.634 -0.070 -0.114
H 2.600 1.663 -0.407
H 0.753 1.919 -0.469
H 1.645 1.607 1.136
H 2.300 -1.473 -0.452
H -0.474 -1.415 -0.213
H -2.861 -1.123 -0.030
H -3.340 0.387 0.552

Output
ΔE to the lowest compared entry with this formula, charge and spin: 115.2 kcal/mol
net charge: 0
LUMO: 0.88 eV
SMILES string: CN(O)/C=N/N
energy: -8701.2797 eV

***

Q: Look up the net charge of the second one.
A: 0